No. 1
{
  "formula": "C35H42N5O3PRuSeTe",
  "method": "wB97M-V/def2-TZVPD",
  "species": ["H", "C", "H", "H", "H", "H", "C", "H", "C", "H", "C", "H", "H", "C", "H", "C", "C", "C", "O", "C", "H", "N", "P", "H", "C", "H", "N", "C", "H", "H", "C", "H", "O", "H", "H", "H", "Te", "C", "H", "H", "H", "N", "C", "H", "H", "H", "C", "H", "H", "H", "Ru", "C", "H", "C", "H", "N", "C", "H", "H", "C", "H", "Se", "H", "C", "H", "H", "C", "C", "H", "H", "C", "C", "C", "C", "H", "C", "H", "O", "C", "C", "C", "C", "H", "C", "N", "C", "C", "H", "C"],
  "positions_angstrom": [[-1.023563, 7.898992, 0.238743], [0.032231, 4.202714, -0.110446], [2.558268, -5.413484, 2.398734], [-2.041707, 3.747018, 0.224588], [-3.655314, -2.664897, -0.624119], [1.151497, -4.752415, -2.999726], [1.218816, -2.347665, -1.038243], [-4.482374, -0.071252, -1.565809], [4.372298, -2.641251, -2.706275], [5.559335, -2.667930, -4.475687], [2.195831, -2.228034, -4.487401], [0.750311, -1.947256, 3.921702], [3.616659, -6.185642, 0.254823], [0.988186, 5.212623, -0.188633], [-0.395722, -1.640601, -3.846798], [3.070546, -2.515050, -2.239674], [3.017789, -5.273704, 0.285335], [2.300314, 2.355833, -0.227777], [3.730471, 0.491612, -0.743407], [-1.365606, 1.849053, -2.213570], [1.371742, -2.078083, -5.172297], [-2.214250, 2.102171, 1.979906], [0.485140, 2.448854, -0.257897], [4.754599, -4.197190, -0.360701], [-0.729686, 6.862079, 0.147347], [-5.760241, -0.202325, -0.332350], [2.540758, -2.573430, -0.964158], [2.623557, 0.864701, -0.398445], [4.097764, -1.929702, 0.224740], [2.472970, -5.219914, -0.662028], [-1.262746, 1.737247, 2.540563], [-0.935154, -1.202791, -2.229358], [1.626124, 0.087371, -0.142291], [1.463869, -0.433501, 4.405325], [1.348415, 7.317566, -0.134530], [0.320548, -6.184421, -3.580712], [-3.379364, -0.419700, 0.907906], [0.002384, 2.047685, -1.979562], [-2.883058, 1.416106, -3.671101], [1.963597, 2.044505, -2.871656], [1.336573, -4.541280, 1.462486], [0.866283, -2.215487, -2.331845], [0.881616, 1.878462, 3.746245], [2.651654, 2.680106, 0.755086], [-2.716911, 6.103056, 0.440724], [-1.463099, -3.569933, -1.731550], [3.489613, -2.368848, -4.949193], [-4.677586, -2.760709, 0.833053], [3.681935, -2.325865, -6.012504], [-0.071219, -5.537534, -1.985532], [-0.715710, 0.349080, 0.434839], [-1.681108, 5.856932, 0.248524], [-1.782293, -5.056840, -3.805234], [-0.153719, 1.138735, 3.137764], [5.203449, -2.787161, -2.031632], [1.750346, 2.429378, 4.265794], [-1.303344, 4.530840, 0.122858], [4.467993, -4.110811, 1.372413], [2.031049, 4.971530, -0.342510], [-0.921098, 1.424966, -4.533062], [-0.593221, -4.044796, -4.615215], [0.037990, -2.179089, 0.406247], [2.664768, -2.490734, 1.087409], [-0.482359, -1.997573, -2.823593], [2.791550, 2.963652, -0.985066], [-1.277940, 1.196073, -5.528894], [0.190245, -5.264905, -3.010543], [2.029513, -5.381371, 1.444196], [1.144392, 1.500052, -5.116814], [-2.370023, -2.912457, -3.094962], [0.437950, 1.597623, -4.302416], [0.601575, 6.537896, -0.066844], [-4.793667, 0.234500, -0.569813], [-1.377532, -3.236008, -2.768467], [-2.932910, -3.072964, 0.958687], [3.328403, -2.703287, 0.251959], [-4.869851, 1.318609, -0.519012], [-1.083789, -0.953998, 2.590621], [-1.824363, 1.548809, -3.488253], [-0.917066, -4.413331, -3.637007], [-3.696752, -2.491730, 0.448100], [4.562029, -2.565068, -4.071152], [1.441298, -6.294448, 1.351795], [-0.192959, -0.308976, 3.207513], [0.755373, -0.942252, 3.902206], [2.004884, -2.297553, -3.113459], [3.976671, -4.087147, 0.397122], [-2.079036, 1.997604, -1.404438], [0.902106, 1.907010, -3.032766]],
  "forces_ev_per_angstrom": [[-0.0046, -0.0001, 0.0318], [-0.1405, -0.1937, 0.3746], [-0.0202, -0.0099, 0.0243], [-0.0240, 0.0575, 0.0323], [0.0841, 0.0589, 0.0020], [0.0426, -0.0081, 0.0469], [0.1681, 0.0045, -0.2958], [0.0381, -0.0163, 0.0215], [0.1199, -0.0217, 0.0486], [0.0123, 0.0262, 0.0212], [-0.0773, 0.0149, -0.1155], [0.0027, -0.0284, -0.0192], [-0.0039, 0.0001, -0.0908], [0.0057, -0.0938, -0.0094], [0.0338, 0.0751, -0.0473], [-0.1155, -0.0618, -0.2897], [0.0124, 0.0994, 0.1881], [-0.2078, -0.3017, 0.1911], [-0.0966, 0.1011, 0.0183], [0.1421, 0.1232, 0.0454], [0.0102, -0.0042, 0.0070], [0.1206, 0.0905, -0.0270], [0.0879, 0.6306, -0.7981], [0.0560, 0.0057, 0.0692], [0.0156, -0.0124, -0.0183], [0.0272, -0.0309, 0.0612], [-0.3822, 0.1593, -0.0038], [0.1090, 0.0752, -0.0675], [-0.1206, 0.0937, -0.0050], [0.0271, -0.0481, -0.0361], [-0.3553, 0.2413, 0.3225], [0.0458, 0.1178, -0.0353], [-0.3595, -0.0180, -0.0056], [-0.0063, -0.0294, 0.0429], [-0.0127, 0.0110, 0.0005], [0.0395, -0.0179, 0.0349], [-1.0145, -0.4592, -0.4144], [-0.1282, -0.0882, 0.1313], [-0.0064, 0.0283, 0.0274], [0.0116, -0.0384, -0.0157], [-0.0502, 0.0583, 0.0485], [0.1515, 0.0706, 0.3050], [0.1648, 0.2465, 0.0271], [-0.0044, 0.0277, 0.0012], [-0.0011, 0.0141, -0.0256], [-0.0758, 0.0548, 0.0204], [-0.0576, 0.0336, -0.0289], [-0.0096, 0.0625, 0.0121], [-0.0166, 0.0058, -0.0014], [0.0281, -0.0195, 0.0079], [1.2647, -0.6534, 0.7165], [-0.0458, 0.0031, -0.0228], [0.0014, 0.0237, -0.0893], [0.1013, -0.3863, -0.4287], [0.0018, 0.0247, -0.0133], [0.0141, -0.0472, -0.0643], [0.0578, 0.0176, -0.0717], [0.0737, 0.0453, -0.0241], [0.0106, 0.0507, -0.0004], [-0.0360, -0.0527, 0.0102], [-0.0729, -0.0427, -0.0453], [-0.3148, -0.2094, 0.0509], [-0.0247, 0.0520, -0.0405], [-0.4046, -0.1640, 0.0557], [-0.0307, 0.0118, -0.0105], [0.0118, 0.0118, -0.0021], [-0.1055, 0.0567, -0.1055], [0.0887, -0.0381, -0.1501], [-0.0135, 0.0090, -0.0053], [0.0005, 0.0227, 0.0343], [0.0662, -0.0045, 0.0116], [0.0529, 0.0491, -0.0171], [0.2281, 0.0436, 0.0077], [0.2253, -0.0689, -0.1767], [0.0313, 0.0381, -0.0268], [0.3041, -0.2334, 0.2784], [0.0295, -0.0025, 0.0269], [0.0311, 0.5368, -0.0994], [-0.0449, -0.0941, -0.0479], [0.0605, 0.0233, 0.1985], [0.1174, 0.1691, 0.0272], [0.0279, -0.0295, 0.0560], [-0.0368, 0.0147, 0.0633], [0.0983, -0.2122, 0.2584], [-0.0735, 0.0942, 0.0193], [0.2954, -0.0803, 0.0437], [-0.2396, -0.0121, -0.2158], [-0.0246, -0.0053, -0.0498], [0.0083, -0.0483, 0.0339]],
  "mulliken_charge": [0.399, 1.081, 0.330, 0.202, 0.219, 0.033, -1.725, 0.314, -1.052, 0.453, -1.044, 0.254, 0.458, -0.389, 0.624, 0.765, 0.089, -1.275, -0.666, -0.223, 0.473, -0.604, 0.449, 0.319, -0.568, 0.425, 1.910, -0.140, 0.389, -0.174, -0.312, -0.865, -0.124, 0.194, 0.424, 0.491, 0.580, 0.956, 0.479, 0.286, 0.096, 1.693, -0.300, 0.672, 0.433, 0.051, -0.880, 0.446, 0.469, 0.262, 1.387, -0.864, 0.438, 0.943, 0.445, -0.486, -0.176, 0.552, 0.324, -0.778, 0.258, -0.378, 0.398, -0.118, 0.631, 0.419, -0.911, -1.046, 0.493, 0.500, -0.616, -0.764, -1.175, -0.393, 0.261, -1.191, 0.355, -0.582, -0.851, -0.769, -0.953, -0.949, 0.394, 0.747, -0.346, 0.716, -0.878, 0.175, -0.591],
  "multiplicity": 6,
  "homo_lumo_gap_ev": [8.4, 5.8],
  "s2": 8.77,
  "de_lowest_kcal_mol": 37.5,
  "e_homo_ev": [-10.5, -10.8],
  "energy_ha": -4963.848099,
  "charge": 1,
  "lumo_ev": [-2.10, -5.02]
}

---

No. 2
{
  "formula": "C35H42O3P2SSe2Tl",
  "method": "wB97M-V/def2-TZVPD",
  "species": ["Se", "H", "C", "C", "H", "C", "C", "S", "C", "H", "C", "C", "H", "H", "C", "H", "H", "C", "H", "O", "C", "C", "H", "O", "H", "H", "C", "C", "C", "H", "O", "C", "C", "H", "H", "C", "H", "H", "H", "C", "H", "P", "C", "H", "H", "H", "C", "H", "H", "C", "H", "C", "Tl", "C", "C", "C", "H", "C", "H", "H", "H", "H", "H", "Se", "H", "C", "H", "H", "H", "H", "H", "H", "H", "H", "C", "C", "C", "C", "P", "H", "H", "H", "C", "C", "C", "C"],
  "positions_angstrom": [[-2.512128, -1.143498, 0.285682], [4.198554, -0.332225, -2.163418], [-4.004655, 3.708875, -1.996170], [0.161447, -3.171554, 1.553747], [-1.246414, -3.442799, -0.855751], [2.681448, 1.199417, -2.140481], [1.871151, 2.013509, -2.931133], [-1.618657, 2.812337, -1.166347], [-2.447508, 4.188737, 4.382097], [-0.748277, -1.857346, 5.150489], [-1.528260, -4.846549, 2.248200], [1.344547, -1.735450, 4.670835], [-3.705790, 1.832975, -0.889013], [3.345032, -1.394775, 3.976090], [3.638936, 0.250308, -4.145521], [0.121761, -2.371663, 2.284574], [-2.552319, -5.200540, 2.138306], [5.076413, 2.364834, -0.150355], [4.329090, -0.439249, -4.615825], [-2.763426, -4.741534, -0.251589], [-1.734769, 4.360857, 5.557362], [0.068384, 3.025692, 4.677625], [-3.502299, 2.256413, -3.509743], [-1.284203, 1.324759, -1.222612], [-3.479454, 3.911148, -4.114202], [-5.075690, 3.531224, -2.073388], [-3.396120, 2.881206, -0.866018], [1.872342, 2.783219, 0.118046], [4.779329, 0.362990, 1.156214], [1.286565, 3.898603, 1.866826], [-1.289036, -4.362863, 3.577936], [-1.269224, -3.691795, 1.275157], [-0.334222, -0.250660, 3.799276], [0.077771, 3.915121, 6.624773], [2.391144, 2.595518, 2.243133], [-1.767683, 3.367521, -2.879181], [-1.112663, 2.710644, -3.453008], [-3.559736, 3.284641, 0.131923], [1.042179, 2.566067, 4.808008], [-1.898940, 3.434233, 3.348884], [4.717735, 3.068174, -0.894917], [0.046436, 1.888575, 2.100245], [-2.311960, -2.603229, 1.585021], [-2.130591, -2.176419, 2.566729], [-2.459527, 3.290869, 2.430778], [1.618156, -2.574941, 5.298441], [1.960034, 0.019035, 3.140785], [-2.159989, 4.941513, 6.366748], [-1.380713, 4.387911, -2.914648], [6.841064, 1.586561, 1.293443], [-3.427923, 4.633711, 4.266637], [-1.430035, -4.236302, -0.134830], [-0.082028, -0.325813, 0.092406], [2.832099, 1.071491, -4.925950], [0.016018, -1.325735, 4.598059], [6.062585, 0.506963, 1.675075], [-0.850842, -5.672207, 2.006750], [-3.247827, 3.286591, -3.253397], [1.180446, 2.711996, -2.473901], [7.836221, 1.707560, 1.703192], [4.184019, -0.501447, 1.429301], [0.962379, 2.936404, -0.464067], [0.776746, -3.946576, 2.009845], [1.275242, -2.523677, 0.074052], [2.893886, 1.023896, -6.006136], [6.352573, 2.509285, 0.368466], [-1.504558, -5.060283, 4.203363], [-3.312131, -3.036253, 1.584564], [-0.692424, -5.026148, -0.311735], [-1.373990, 0.060307, 3.748339], [6.972867, 3.337653, 0.049780], [6.450774, -0.229329, 2.368534], [2.726310, 0.537062, 2.586855], [-2.903129, -5.035564, -1.155910], [2.311475, -1.071837, 3.934468], [4.269979, 1.301005, 0.260511], [1.950282, 1.952369, -4.318365], [3.561671, 0.310542, -2.762400], [2.553277, 1.143642, -0.331010], [-3.860920, 4.774457, -1.804959], [1.325406, 2.597973, -4.924714], [2.572963, 3.574960, -0.148393], [-0.643864, 2.851635, 3.489496], [1.536924, 2.867280, 1.617905], [-0.476189, 3.781828, 5.703833], [0.642520, 0.447365, 3.073718]],
  "forces_ev_per_angstrom": [[-0.0789, 0.3598, 0.1391], [-0.0265, 0.0244, -0.0024], [0.0461, -0.0889, 0.0098], [-0.1245, -0.1559, 0.0647], [-0.0363, 0.0699, -0.1046], [0.0772, -0.0249, -0.1250], [0.0302, 0.0066, -0.0711], [0.3557, -0.4246, 0.3214], [0.0635, -0.0600, -0.0642], [0.0293, 0.0129, -0.0190], [0.0987, 0.1552, 0.3063], [-0.0036, -0.0040, 0.0284], [-0.0068, 0.0463, -0.0071], [-0.0272, 0.0241, 0.0054], [-0.0485, 0.0392, 0.0084], [-0.0095, -0.0514, 0.0862], [-0.0645, 0.0000, 0.0076], [-0.0003, -0.0008, -0.0145], [-0.0276, 0.0320, 0.0187], [0.2709, 0.0757, -0.0040], [0.0440, -0.0183, 0.0213], [-0.0362, 0.0671, 0.0220], [-0.0072, 0.0078, -0.0064], [0.2023, 0.2808, -0.3703], [0.0286, 0.0328, 0.0012], [-0.0201, -0.0245, 0.0107], [-0.2012, 0.1103, 0.0807], [0.0252, 0.1146, 0.1915], [0.0918, -0.0727, -0.0807], [-0.0145, 0.0534, 0.0186], [-0.0287, -0.1106, -0.1866], [-0.0048, 0.1207, 0.1168], [-0.0104, -0.0314, -0.0162], [-0.0198, -0.0017, -0.0300], [0.0556, 0.0685, -0.0416], [-0.0919, -0.0528, -0.2566], [-0.0108, 0.0627, -0.0178], [-0.0547, -0.0229, -0.0188], [-0.0403, -0.0119, -0.0198], [-0.0659, 0.0729, 0.0441], [-0.0138, -0.0015, 0.0673], [0.3589, -0.2979, 0.2193], [-0.0096, -0.1411, -0.1706], [0.0274, -0.0111, 0.0110], [0.0364, -0.0161, 0.0400], [-0.0176, 0.0242, -0.0507], [0.0017, -0.0914, 0.1148], [0.0312, -0.0176, -0.0269], [-0.0426, -0.0079, -0.0065], [-0.0231, 0.1097, -0.0876], [0.0301, -0.0192, 0.0117], [-0.2727, -0.1443, 0.0256], [-0.2544, -0.4300, 0.1344], [0.0411, -0.0452, 0.0034], [0.0074, 0.0447, 0.0179], [-0.0749, -0.0091, -0.0441], [0.0582, -0.0185, 0.0333], [0.0739, -0.0389, 0.0520], [0.0547, -0.0245, -0.0392], [-0.0272, 0.0001, -0.0350], [-0.0108, 0.0317, -0.0132], [0.0053, 0.0324, 0.0870], [-0.0285, -0.0812, -0.0595], [0.2542, 0.2684, -0.2240], [0.0010, 0.0022, 0.0443], [0.0195, -0.0969, 0.0729], [-0.0194, -0.0187, -0.0208], [0.0243, -0.0617, 0.0078], [0.0306, -0.0547, 0.0180], [0.0465, 0.0136, -0.0020], [-0.0179, -0.0281, 0.0083], [-0.0201, 0.0390, -0.0295], [0.0645, 0.0538, 0.0169], [-0.0075, 0.0185, -0.0042], [-0.0462, 0.0602, -0.0804], [0.0684, -0.3266, 0.1163], [0.0023, -0.0254, 0.1096], [-0.0026, 0.0159, -0.0625], [-0.4708, 0.4478, -0.0324], [-0.0058, 0.0119, -0.0096], [0.0297, -0.0180, 0.0289], [0.0243, 0.0385, -0.0511], [-0.2357, 0.1655, -0.2421], [0.0572, -0.0331, -0.0079], [-0.0322, -0.0146, -0.0479], [-0.0737, 0.0147, 0.0604]],
  "mulliken_charge": [-0.272, 0.408, -0.661, -0.756, 0.468, 0.473, -0.277, 0.727, -0.478, 0.415, -1.381, -0.705, 0.306, 0.486, -0.684, -0.460, 0.541, -0.638, 0.421, -0.519, -0.536, -0.317, 0.294, -0.750, 0.422, 0.398, -0.447, -0.269, -0.055, 0.605, -0.447, 2.380, -0.879, 0.418, 0.705, -0.642, 0.098, 0.212, 0.360, -0.377, 0.324, 1.309, -1.595, 0.476, 0.357, 0.399, -0.071, 0.392, 0.491, -0.552, 0.432, -1.488, 1.652, -0.531, -0.639, -0.614, 0.477, -0.762, 0.419, 0.395, 0.438, -0.601, 0.641, -0.198, 0.407, -0.657, 0.303, 0.578, 0.509, 0.501, 0.428, 0.440, 0.077, 0.329, -0.757, 0.212, -0.850, -0.825, 1.022, 0.276, 0.452, 0.796, 0.039, -1.517, -0.723, 0.223],
  "multiplicity": 1,
  "homo_lumo_gap_ev": 6.4,
  "de_lowest_kcal_mol": 0.0,
  "e_homo_ev": -10.2,
  "energy_ha": -7640.626503,
  "charge": 1,
  "lumo_ev": -3.84
}